Record 1
14
Properties=species:S:1:pos:R:3:forces:R:3:mulliken_charge:R:1 method="wB97M-V/def2-TZVPD" relative_energy_ev=5.650 energy_ev=-8367.6322 homo_ev=-8.77 fmax_ev_per_a=0.7 spin_multiplicity=1 e_lumo_ev=0.4423
C -0.137 -1.920 0.862 -0.107 -0.178 0.141 -0.70
O 0.608 -0.967 0.138 -0.104 0.089 0.005 -0.37
C -0.215 0.047 -0.426 -0.074 0.147 -0.068 0.37
C -0.850 1.066 0.493 -0.052 -0.494 0.122 -0.65
O 0.638 2.176 -0.159 -0.538 0.214 -0.030 -0.45
C 0.688 1.069 -1.108 -0.021 -0.101 -0.049 -0.54
H -0.668 -1.468 1.717 0.126 -0.067 -0.182 0.28
H -0.882 -2.426 0.224 0.177 0.122 0.084 0.30
H 0.569 -2.664 1.245 -0.157 0.154 -0.077 0.25
H -0.965 -0.420 -1.090 0.168 0.069 0.150 0.37
H -0.551 0.898 1.540 0.040 0.009 -0.178 0.15
H -0.315 2.499 -0.189 0.704 0.044 -0.162 0.46
H 1.725 0.727 -1.145 -0.222 0.024 0.006 0.30
H 0.355 1.383 -2.104 0.059 -0.033 0.237 0.22

=====

Record 2
21
Properties=species:S:1:pos:R:3:forces:R:3:mulliken_spin:R:1 method="wB97M-V/def2-TZVPD" relative_energy_ev=0.593 energy_ev=-10968.1081 homo_ev="-4.47 / -8.72" fmax_ev_per_a=2.4 spin_multiplicity=2 e_lumo_ev="0.3414 / 0.3398"
C -0.280 -0.547 1.977 1.544 -1.259 -1.402 0.01
C 0.886 -0.099 1.064 1.307 0.295 0.140 -0.02
C 1.205 -0.954 -1.197 -0.109 -0.406 -0.868 0.72
N 0.559 -0.128 -0.339 -0.977 1.598 0.489 0.28
H -1.167 0.037 1.722 0.066 0.019 0.483 0.01
H -0.459 -1.624 1.698 -0.141 0.977 0.672 0.01
H 0.123 -0.441 2.986 -0.782 -0.080 0.227 -0.01
H 1.315 0.852 1.446 -0.883 0.437 -0.559 0.00
H 1.876 -0.614 1.164 -1.191 -0.700 0.153 0.00
H 0.996 -0.850 -2.283 0.369 -0.347 1.074 0.03
H 1.894 -1.635 -0.711 0.084 -0.032 -0.714 -0.01
H -0.284 0.412 -0.666 1.527 -1.155 0.737 -0.04
H -1.580 1.655 -1.684 -0.038 0.003 -0.074 0.00
H -2.579 0.768 -0.889 0.527 -0.104 0.107 0.00
O -1.685 0.781 -1.295 -1.169 0.757 -0.553 0.00
H 4.573 0.315 -0.197 -0.094 -0.095 0.095 0.00
H 3.727 1.305 -0.946 -0.250 0.033 -0.089 -0.01
O 3.653 0.575 -0.324 0.552 0.148 0.102 0.03
H -4.026 -0.529 -0.969 -0.066 -0.172 0.181 0.00
H -4.714 0.688 -0.375 -0.135 -0.039 0.152 0.00
O -4.034 0.033 -0.182 -0.142 0.123 -0.354 0.00

=====

Record 3
13
Properties=species:S:1:pos:R:3:forces:R:3:mulliken_charge:R:1 method="wB97M-V/def2-TZVPD" relative_energy_ev=4.160 energy_ev=-7795.4847 homo_ev=-8.83 fmax_ev_per_a=1.1 spin_multiplicity=1 e_lumo_ev=0.6612
C 2.064 0.569 -0.182 0.113 0.241 0.027 -0.55
O 1.755 -0.832 -0.332 -0.374 -0.160 -0.203 -0.20
C 0.631 -1.130 -0.902 0.478 -0.149 0.164 -0.31
C -2.262 -0.123 0.295 -0.026 -0.016 -0.037 -0.56
C -1.362 0.872 0.875 0.599 0.673 0.405 0.37
N -0.627 1.645 1.322 -0.753 -0.759 -0.410 -0.43
H 1.253 1.168 -0.597 0.123 -0.109 0.040 0.36
H 3.007 0.737 -0.705 -0.122 0.016 0.076 0.24
H 2.179 0.768 0.885 -0.024 -0.030 -0.158 0.24
H 0.656 -2.248 -0.893 -0.013 0.119 -0.007 0.18
H -1.657 -0.785 -0.332 -0.166 0.108 0.091 0.17
H -2.764 -0.688 1.084 0.080 0.091 -0.099 0.26
H -3.011 0.367 -0.332 0.085 -0.025 0.112 0.24

=====

Record 4
12
Properties=species:S:1:pos:R:3:forces:R:3:mulliken_spin:R:1 method="wB97M-V/def2-TZVPD" relative_energy_ev=1.050 energy_ev=-25346.6775 homo_ev="0.22 / -4.00" fmax_ev_per_a=2.9 spin_multiplicity=2 charge=-1 e_lumo_ev="3.6519 / 3.6365"
C -2.902 -2.054 -1.913 0.270 -0.232 -0.034 0.01
N -1.959 -2.894 -2.019 -0.584 0.397 -0.155 0.01
H -3.599 -1.842 -2.717 0.035 -0.321 -0.419 0.00
H -3.097 -1.467 -1.031 0.132 0.283 0.543 -0.01
H -1.420 -2.883 -1.155 0.216 -0.089 0.048 -0.01
C 2.063 2.240 1.965 0.269 0.481 0.177 -0.05
S 0.955 2.087 0.551 -0.409 2.431 0.359 0.46
S 1.020 -0.039 0.218 0.037 -2.913 -0.379 0.50
H 1.780 3.168 2.453 0.056 0.149 0.236 0.06
H 2.064 1.450 2.730 -0.320 -0.138 -0.502 0.00
H 3.075 2.375 1.595 0.292 -0.108 0.093 0.00
H 2.019 -0.142 -0.676 0.005 0.059 0.033 0.02

=====

Record 5
70
Properties=species:S:1:pos:R:3:forces:R:3:mulliken_charge:R:1 method="wB97M-V/def2-TZVPD" relative_energy_ev=1.175 energy_ev=-192462.7937 homo_ev=-4.16 fmax_ev_per_a=4.4 spin_multiplicity=1 charge=-1 e_lumo_ev=1.1491
Ba -0.168 0.286 -1.319 -2.159 -3.672 1.259 0.86
C 2.337 0.238 4.618 -0.018 0.047 -0.023 -1.07
C 3.442 0.337 3.633 -0.197 -0.095 -0.083 0.96
N 4.707 0.203 3.871 0.126 0.039 -0.264 -0.89
N 5.279 0.360 2.635 0.419 -0.060 0.112 0.19
C 4.413 0.602 1.632 0.068 0.095 0.134 0.25
S 4.676 0.860 0.006 -0.021 -0.031 0.158 -0.45
N 3.231 0.596 2.305 -0.547 0.097 -0.174 0.28
N 1.978 0.670 1.694 -0.310 -0.144 0.238 -0.30
H 2.735 -0.112 5.567 0.009 0.004 -0.020 0.34
H 1.579 -0.459 4.256 0.026 0.103 0.029 0.13
H 1.859 1.208 4.770 0.013 -0.013 -0.002 0.34
H 6.272 0.284 2.516 0.025 -0.014 0.023 0.17
H 2.120 0.890 0.711 0.389 0.132 0.021 -0.02
H 1.456 1.436 2.106 0.044 0.157 -0.083 0.22
O 0.190 2.081 -2.700 0.695 1.878 -0.853 -1.03
C 0.712 2.702 -1.726 0.469 0.962 -0.268 1.14
O 1.179 2.124 -0.703 0.516 1.226 -0.111 -0.85
C 0.768 4.204 -1.783 -0.009 -0.077 -0.018 -0.15
C 0.215 4.872 -2.867 -0.036 -0.004 -0.034 -0.37
C 0.279 6.252 -2.939 -0.078 -0.015 -0.136 -0.48
C 0.907 6.934 -1.916 -0.029 0.226 0.025 0.12
C 1.466 6.294 -0.826 0.058 0.029 0.110 -0.48
C 1.392 4.913 -0.764 0.033 0.040 0.033 -0.29
N 0.987 8.415 -1.998 0.128 -0.424 -0.095 1.00
O 0.499 8.951 -2.970 -0.114 0.095 -0.080 -0.62
O 1.559 9.001 -1.104 0.031 0.096 0.181 -0.62
H -0.266 4.294 -3.644 0.014 0.016 0.017 0.44
H -0.143 6.800 -3.768 -0.001 -0.013 0.013 0.47
H 1.947 6.877 -0.054 -0.011 -0.030 -0.008 0.47
H 1.819 4.368 0.066 -0.004 0.010 -0.019 0.44
C -0.092 -3.578 -3.673 0.025 0.075 -0.177 -1.08
Si -0.199 -3.984 -1.836 0.065 0.168 0.002 0.46
C 0.277 -5.794 -1.699 0.080 -0.267 0.017 -1.08
C -2.021 -3.876 -1.375 -0.205 0.036 0.094 -0.83
As 1.219 -2.527 -0.754 0.257 -0.532 0.025 -0.28
Si 0.687 -3.017 1.439 0.153 0.050 -0.102 0.46
C -0.729 -2.017 2.159 -0.187 0.161 0.026 -0.77
C 2.222 -2.663 2.480 0.141 0.055 0.083 -0.75
C 0.253 -4.813 1.788 -0.063 -0.215 0.013 -1.21
H -0.690 -4.270 -4.279 0.053 0.068 0.054 0.31
H 0.951 -3.642 -4.002 -0.086 0.011 -0.021 0.28
H -0.441 -2.560 -3.883 0.018 -0.087 -0.013 0.23
H -0.297 -6.405 -2.409 0.061 0.064 0.084 0.34
H 0.097 -6.181 -0.692 0.034 0.010 -0.089 0.29
H 1.344 -5.912 -1.918 -0.107 -0.019 0.014 0.26
H -2.626 -4.582 -1.958 0.047 0.071 0.065 0.41
H -2.414 -2.867 -1.551 -0.001 -0.092 0.008 0.01
H -2.165 -4.099 -0.312 -0.031 0.015 -0.079 0.27
H -0.573 -0.939 2.043 -0.028 -0.072 0.038 0.18
H -0.860 -2.229 3.228 -0.014 0.025 -0.084 0.36
H -1.669 -2.264 1.651 0.050 0.022 0.070 0.13
H 2.852 -1.922 1.980 -0.051 -0.107 0.093 -0.03
H 2.815 -3.576 2.601 -0.028 0.091 -0.022 0.43
H 1.963 -2.290 3.480 0.068 -0.183 -0.156 0.20
H -0.671 -5.123 1.289 0.064 0.010 0.061 0.28
H 0.118 -4.951 2.868 0.003 -0.006 -0.090 0.39
H 1.058 -5.474 1.454 -0.070 0.030 0.033 0.27
Se -2.301 1.924 0.470 0.022 0.036 0.012 -0.53
C -3.881 1.045 -0.153 0.012 -0.175 -0.115 -0.31
C -3.979 -0.354 -0.174 -0.099 0.067 -0.070 0.26
C -5.116 -0.996 -0.659 0.067 0.082 0.026 -0.62
C -6.194 -0.257 -1.127 0.085 0.055 0.042 -0.45
C -6.117 1.132 -1.104 0.115 0.017 0.043 -0.46
C -4.979 1.774 -0.628 -0.026 -0.114 -0.015 -0.44
H -3.155 -0.943 0.210 0.014 -0.030 0.033 0.37
H -5.157 -2.080 -0.665 0.028 0.025 0.005 0.38
H -7.080 -0.753 -1.502 -0.010 -0.001 -0.006 0.36
H -6.951 1.724 -1.467 0.026 0.000 0.016 0.33
H -4.925 2.855 -0.625 -0.011 -0.004 -0.001 0.37

=====

Record 6
11
Properties=species:S:1:pos:R:3:forces:R:3:mulliken_charge:R:1 method="wB97M-V/def2-TZVPD" relative_energy_ev=1.825 energy_ev=-5723.4163 smiles=CNCO homo_ev=-8.37 fmax_ev_per_a=3.5 spin_multiplicity=1 e_lumo_ev=0.9539
C -1.429 -0.176 0.173 0.667 -0.424 -2.522 -0.69
N -0.060 -0.729 0.325 -0.298 0.216 1.846 -0.31
C 1.017 0.292 0.274 -3.282 1.312 0.179 -0.29
O 1.140 0.668 -1.081 2.539 0.088 -1.300 -0.52
H -2.204 -0.814 0.637 0.484 0.248 -0.210 0.26
H -1.566 -0.157 -0.988 -0.653 0.412 1.976 0.24
H -1.502 0.855 0.580 0.173 -0.752 -0.264 0.25
H 0.020 -1.710 -0.084 0.542 2.398 0.639 0.23
H 0.728 1.373 0.830 0.005 -3.159 -1.164 0.19
H 1.850 -0.013 0.854 1.327 -0.663 -0.303 0.33
H 2.005 0.411 -1.520 -1.504 0.324 1.122 0.31

=====

Record 7
30
Properties=species:S:1:pos:R:3:forces:R:3:mulliken_charge:R:1 method="wB97M-V/def2-TZVPD" relative_energy_ev=0.112 energy_ev=-14777.6533 smiles=Cc1ccccc1.Cc1ccccc1 homo_ev=-8.89 fmax_ev_per_a=0.8 spin_multiplicity=1 e_lumo_ev=0.9327
C 2.088 -3.350 1.366 -0.774 -0.260 0.211 -1.41
C 1.289 -2.120 1.716 -0.149 -0.153 -0.220 0.63
C 0.794 -1.298 0.710 -0.245 0.194 -0.076 -0.44
C 0.093 -0.147 1.027 -0.106 0.201 0.157 0.26
C -0.165 0.178 2.350 0.058 0.276 -0.198 -0.68
C 0.291 -0.645 3.359 0.166 -0.010 0.212 -0.52
C 1.007 -1.784 3.035 0.395 -0.375 0.090 -0.50
H 2.689 -3.667 2.211 0.462 0.120 -0.065 0.39
H 2.657 -3.191 0.458 0.383 -0.002 0.046 0.35
H 1.433 -4.208 1.172 -0.121 0.153 -0.079 0.28
H 0.908 -1.553 -0.335 0.282 -0.050 -0.051 0.34
H -0.241 0.546 0.268 -0.071 -0.199 -0.218 0.23
H -0.685 1.103 2.558 -0.060 -0.013 0.168 0.39
H 0.154 -0.374 4.398 -0.147 -0.065 0.009 0.37
H 1.398 -2.439 3.811 -0.088 0.171 0.044 0.32
C 1.202 2.705 -1.873 -0.717 0.155 -0.254 -1.41
C -0.080 1.904 -1.990 0.526 -0.053 -0.034 0.62
C -0.073 0.598 -2.473 -0.467 -0.147 -0.447 -0.27
C -1.229 -0.168 -2.443 0.184 -0.149 0.276 -0.47
C -2.381 0.299 -1.826 -0.161 -0.261 0.116 -0.34
C -2.398 1.586 -1.327 0.401 0.321 -0.102 -0.57
C -1.267 2.389 -1.467 -0.315 0.220 0.311 -0.41
H 1.705 2.361 -0.973 0.392 0.024 -0.014 0.27
H 0.971 3.763 -1.748 0.029 -0.010 0.070 0.39
H 1.843 2.622 -2.753 0.045 -0.230 0.160 0.36
H 0.792 0.143 -2.936 0.290 0.239 0.122 0.39
H -1.185 -1.178 -2.828 -0.114 -0.048 -0.057 0.38
H -3.234 -0.358 -1.697 0.021 0.096 -0.111 0.37
H -3.243 1.994 -0.792 -0.226 -0.089 -0.129 0.38
H -1.318 3.413 -1.110 0.127 -0.055 0.064 0.32

=====

Record 8
16
Properties=species:S:1:pos:R:3:forces:R:3:mulliken_charge:R:1 method="wB97M-V/def2-TZVPD" relative_energy_ev=7.051 energy_ev=-9429.1914 homo_ev=-9.72 fmax_ev_per_a=5.3 spin_multiplicity=1 e_lumo_ev=0.9329
C 1.323 1.949 0.215 -4.312 -2.441 1.872 -0.51
C 1.283 0.724 -0.352 2.671 1.090 -3.107 -0.60
C 0.087 -0.179 -0.210 2.626 0.780 -0.254 1.78
C -0.792 0.042 0.982 -1.919 0.495 3.497 -0.64
C -0.512 -1.506 1.086 -1.946 -3.002 2.785 -0.58
C -0.543 -0.412 -1.481 -0.241 -0.704 -3.557 -1.22
C -0.753 -0.619 -2.678 0.045 1.047 3.885 -0.05
H 1.974 2.804 0.383 0.085 -0.590 -0.603 0.37
H 0.218 1.894 0.858 3.548 1.578 -1.552 0.12
H 2.048 0.242 -1.218 -1.817 1.529 2.740 0.19
H -1.895 0.584 1.108 2.721 -1.907 -1.307 0.23
H -0.237 0.607 1.869 -0.740 -1.637 -1.943 0.39
H -0.394 -1.963 2.243 -0.160 1.090 -3.217 0.27
H -1.193 -2.235 0.438 0.578 1.714 1.767 0.26
H -1.293 -0.491 -3.560 -0.212 -0.325 -1.176 0.42
O 0.679 -1.440 0.319 -0.929 1.282 0.167 -0.43